C3H13NO3 | ωB97M-V with the def2-TZVPD basis set

XYZ file:
```
20
Properties=species:S:1:pos:R:3
O 5.37275 -2.53485 -1.79435
O -0.49616 -1.70642 -0.00867
O -0.70347 -0.87234 5.47433
N -0.56248 0.68055 -1.89332
C -2.68044 1.84843 -1.56246
C -1.28930 1.54821 -1.04771
C -0.76627 2.11754 0.04528
H 0.21328 -1.31335 0.50877
H -0.47786 -0.10882 6.03119
H -0.44610 -1.36174 -0.90767
H 0.07325 1.68301 0.56745
H -0.77457 3.19972 0.18474
H 4.66958 -2.99915 -1.31507
H 5.86813 -2.30482 -0.98696
H -2.77827 1.52438 -2.58938
H -1.00438 -0.28790 4.76903
H 0.41680 0.84094 -1.73484
H -0.79146 0.46192 -2.84485
H -2.97129 2.89281 -1.40316
H -3.41992 1.17058 -1.07473
```

Output
Gap between HOMO and LUMO = 8.649 eV
Energy above the lowest of the compared OMol25 structures with the same formula, charge and spin = 48.5 kcal per mole
E_HOMO = -8.144 eV
SMILES = C=C(C)N.O.O.O
Charge = 0